A molecular structure, C15H26BrN3O3SSe2Ti in a non-equilibrium geometry, computed with ωB97M-V/def2-TZVPD.

Values from the calculation:
Net charge: +1
Molecular weight (g mol⁻¹): 614.1
Energy (Eh): -9601.5573
LUMO (spin up / spin down) (eV): -2.63 / -2.76
Energy above the lowest of the compared OMol25 structures with the same formula, charge and spin (kcal per mole): 11.59
Multiplicity: 2

The geometry in XYZ format:
```
52
C15H26BrN3O3SSe2Ti (ωB97M-V/def2-TZVPD)
Ti -0.551 0.704 -0.361
O -6.442 -0.266 0.577
C -5.198 0.158 0.400
C -4.523 0.975 1.300
C -3.227 1.328 1.027
N -2.580 0.929 -0.079
C -3.267 0.174 -0.935
Br -2.265 -0.324 -2.465
C -4.554 -0.247 -0.764
H -6.812 0.060 1.405
H -5.001 1.326 2.207
H -2.662 1.950 1.699
H -5.059 -0.869 -1.492
O -0.587 2.319 -1.748
C 0.357 3.425 -1.685
C 1.732 2.944 -1.281
C 2.680 4.071 -1.730
O 4.030 3.845 -1.350
C 2.157 1.682 -2.052
Se 1.493 -0.060 -1.412
C 1.874 2.788 0.251
Se 0.270 2.284 1.294
H -1.442 2.668 -1.997
H -0.005 4.147 -0.959
H 0.394 3.886 -2.671
H 2.311 5.031 -1.348
H 2.678 4.119 -2.818
H 4.135 3.992 -0.407
H 3.236 1.605 -2.003
H 1.870 1.771 -3.098
H 2.170 3.739 0.695
H 2.628 2.045 0.480
C -0.649 -4.153 -0.620
N 0.466 -3.681 0.212
C 1.764 -4.288 -0.131
C 0.376 -2.568 0.955
S -0.977 -1.494 0.687
N 1.310 -2.335 1.881
C 1.939 -3.427 2.649
C 1.494 -0.998 2.464
H -0.465 -5.200 -0.856
H -0.714 -3.584 -1.548
H -1.590 -4.072 -0.091
H 1.795 -4.416 -1.211
H 1.900 -5.262 0.334
H 2.578 -3.629 0.149
H 1.482 -4.380 2.415
H 1.774 -3.229 3.708
H 3.013 -3.483 2.472
H 1.714 -0.274 1.695
H 2.337 -1.050 3.152
H 0.612 -0.677 3.003
```

natural (NBO) population analysis, charges in e, atoms 1 to 2: 0.762 -0.614

=====

3 unconnected molecules or ions with the total composition C15H26BrO12P, computed with ωB97M-V/def2-TZVPD.

Values from the calculation:
Molecular weight (g mol⁻¹): 509.2
Energy (Eh): -4405.3831
LUMO (eV): -0.26
Multiplicity: 1

The geometry in XYZ format:
```
55
C15H26BrO12P (ωB97M-V/def2-TZVPD)
C 0.936 2.273 3.336
C 1.576 1.241 2.414
O 1.692 0.004 3.100
C 1.895 -1.121 2.290
C 1.146 -2.309 2.861
O -0.188 -1.940 3.137
C -1.039 -3.058 3.208
C -2.493 -2.608 3.468
O -2.634 -1.204 3.591
C -3.403 -0.582 2.593
C -2.477 0.075 1.577
O -1.761 0.996 1.852
O -2.499 -0.464 0.311
C -1.213 -1.021 -0.022
P -1.356 -1.690 -1.735
O 0.189 -1.317 -2.200
Br -1.076 -3.870 -1.282
H 1.606 3.119 3.497
H 0.003 2.656 2.934
H 0.759 1.824 4.313
H 2.572 1.586 2.112
H 0.988 1.100 1.500
H 1.569 -0.947 1.258
H 2.966 -1.364 2.262
H 1.652 -2.663 3.767
H 1.164 -3.122 2.123
H -0.997 -3.601 2.253
H -0.710 -3.738 4.001
H -3.116 -2.994 2.657
H -2.853 -3.058 4.396
H -4.094 -1.280 2.120
H -3.984 0.226 3.044
H -0.456 -0.233 -0.042
H -0.926 -1.780 0.707
H 0.684 -2.140 -2.305
C 0.231 3.978 -1.635
C -0.453 4.279 -0.314
O 0.640 4.233 0.606
C 1.789 4.471 -0.070
O 2.846 4.652 0.434
O 1.557 4.462 -1.405
H -0.210 4.491 -2.485
H 0.282 2.907 -1.843
H -0.891 5.279 -0.290
H -1.206 3.547 -0.032
C 1.323 -0.860 -5.237
C 0.837 -1.876 -6.254
O 0.524 -1.049 -7.377
C 1.243 0.097 -7.285
O 1.330 0.912 -8.140
O 1.845 0.177 -6.073
H 2.105 -1.237 -4.582
H 0.513 -0.454 -4.633
H 1.617 -2.582 -6.545
H -0.046 -2.423 -5.937
```

natural (NBO) population analysis, charges in e, atoms 1 to 2: -0.634 -0.052